Entry 1:
18
Properties=species:S:1:pos:R:3 method="wB97M-V/def2-TZVPD" e_tot_ev=-26270.579 orbital_gap_ha=0.3444 relative_energy_kcal_mol=155.23
C 3.42 -1.56 0.01
C 1.92 -0.12 0.19
C 0.64 -0.53 0.07
C -0.12 0.73 0.12
C -1.11 -2.16 0.35
C -2.11 1.85 -0.22
N 4.14 -2.43 -0.09
N 0.50 1.82 0.25
O 2.85 2.05 -1.01
O 0.24 -1.78 -0.08
O -1.44 0.66 -0.08
S 2.27 1.70 0.28
H -1.33 -1.53 1.23
H -1.17 -3.19 0.53
H -1.84 -2.04 -0.49
H -2.28 2.29 0.72
H -3.04 1.76 -0.86
H -1.56 2.50 -0.93



Entry 2:
18
Properties=species:S:1:pos:R:3 method="wB97M-V/def2-TZVPD" e_tot_ev=-26271.350 orbital_gap_ha="0.2671 / 0.2669" relative_energy_kcal_mol=137.46
C -0.15 -0.86 -0.68
C 0.53 -0.15 0.32
C 0.01 1.26 0.29
C -1.00 0.04 -1.32
C -0.21 -2.36 -0.78
C 0.40 2.27 1.26
N -0.84 1.42 -0.70
N 1.44 -0.69 1.26
O 1.70 -1.85 1.14
O 1.89 0.05 2.11
O -2.92 0.99 -2.85
S -2.06 -0.20 -2.61
H -1.18 -2.68 -1.24
H -0.12 -2.66 0.18
H 0.75 -2.62 -1.22
H -0.01 2.29 2.29
H 0.21 3.37 1.11
H 1.54 2.36 1.44



Entry 3:
16
Properties=species:S:1:pos:R:3 method="wB97M-V/def2-TZVPD" e_tot_ev=-30964.587 orbital_gap_ha=0.2903 relative_energy_kcal_mol=97.65
C 0.03 1.58 -0.30
C -1.57 0.07 -1.18
C 0.73 -0.60 -0.23
C 2.36 0.89 0.47
C 2.97 -0.27 0.80
C -2.63 -0.85 -0.83
N -1.09 1.04 -0.66
N 1.06 0.65 0.00
S 2.04 -1.63 0.27
S -2.93 -0.93 1.01
H 0.39 2.65 -0.28
H 2.63 1.85 0.62
H 3.93 -0.31 1.30
H -3.49 -0.37 -1.09
H -2.32 -1.77 -1.10
H -2.11 -1.98 1.20



Entry 4:
19
Properties=species:S:1:pos:R:3 method="wB97M-V/def2-TZVPD" e_tot_ev=-18976.436 charge=-1 orbital_gap_ha=0.2929 relative_energy_kcal_mol=31.10
C -0.06 -0.88 0.24
C -0.78 -1.68 0.95
C -1.12 1.34 0.79
C 1.18 -1.19 -0.57
C 1.89 0.17 -0.75
C 1.28 1.05 0.41
N -0.07 0.57 0.37
N -2.33 0.71 0.64
N -2.62 0.11 -0.50
O -1.50 -2.48 1.43
O -3.51 -0.74 -0.50
O -0.96 2.43 1.27
O -1.98 0.45 -1.57
H 1.97 -1.87 -0.08
H 1.07 -1.61 -1.64
H 2.93 -0.02 -0.62
H 1.52 0.77 -1.56
H 1.71 0.72 1.41
H 1.38 2.16 0.28



Entry 5:
19
Properties=species:S:1:pos:R:3 method="wB97M-V/def2-TZVPD" e_tot_ev=-18415.710 orbital_gap_ha="0.2484 / 0.2483" relative_energy_kcal_mol=113.10
C -1.20 1.56 -0.15
C 0.46 3.08 -0.15
C -0.28 0.45 0.31
C 1.10 0.94 0.30
C -2.73 -1.00 -0.23
C 2.02 -1.15 -0.04
N -0.84 2.77 -0.27
N 1.43 2.23 0.17
N -0.71 -0.72 0.51
N 2.12 0.02 0.38
O -3.16 -2.19 0.29
O 1.29 -1.47 -1.11
O 2.83 -2.16 0.40
H -2.25 1.27 -0.01
H 0.84 4.16 -0.30
H -2.75 -1.16 -1.36
H -2.61 -2.29 1.15
H 1.10 -2.41 -1.06
H 3.35 -1.93 1.17



Entry 6:
19
Properties=species:S:1:pos:R:3 method="wB97M-V/def2-TZVPD" e_tot_ev=-18415.029 orbital_gap_ha=0.2821 relative_energy_kcal_mol=128.79
C -0.18 -2.29 1.15
C 0.51 -1.10 1.28
C -0.85 -2.80 0.00
C 0.69 1.50 1.28
C 1.46 0.80 0.29
C -0.98 -1.96 -1.24
N 0.75 -0.53 2.52
N 0.83 0.70 2.53
N 1.24 -0.50 0.28
N -1.29 -0.70 -1.37
O -1.39 -3.88 0.01
O -1.04 -0.22 -2.64
O -1.54 0.08 -0.45
H -0.48 -2.90 1.93
H 1.01 2.48 1.56
H -0.35 1.65 1.07
H -1.54 0.69 -2.67
H 2.36 1.19 -0.09
H -0.71 -2.47 -2.17



Entry 7:
17
Properties=species:S:1:pos:R:3 method="wB97M-V/def2-TZVPD" e_tot_ev=-33571.314 charge=-1 multiplicity=3 orbital_gap_ha="0.1432 / 0.2050"
C -1.55 -0.58 0.98
C 0.35 -2.24 1.97
C 0.61 1.27 -1.33
C 0.46 1.77 0.09
C -0.09 -0.09 -1.59
C -0.13 -0.90 0.97
N -2.69 -0.55 0.98
O 0.21 -1.98 3.16
O 0.69 -3.18 1.31
S 0.85 0.56 1.49
S 0.33 -1.59 -0.72
H 0.07 2.13 -1.91
H 1.69 1.16 -1.74
H 1.11 2.49 0.29
H -0.62 2.00 0.29
H -1.20 0.07 -1.50
H -0.11 -0.32 -2.73



Entry 8:
15
Properties=species:S:1:pos:R:3 method="wB97M-V/def2-TZVPD" e_tot_ev=-19141.346 orbital_gap_ha="0.2560 / 0.2814" relative_energy_kcal_mol=0.45
C -1.13 0.74 -1.55
C 0.17 1.22 -1.66
C -1.52 0.02 -0.44
C 1.22 0.90 -0.73
C -0.54 -0.31 0.51
C 0.88 0.05 0.33
N -0.67 -1.07 1.62
O 1.68 -0.49 1.23
P 0.72 -1.37 2.46
H -1.90 1.03 -2.17
H 0.44 1.71 -2.55
H -2.54 -0.22 -0.26
H 2.26 1.01 -0.86
H 0.49 -2.88 0.54
H 0.45 -0.33 3.53